Record 1
Molecular formula: C33H52MgN3O3P2
Method: DFT, ωB97M-V/def2-TZVPD

Structure (ORCA input):
```
! RIJCOSX wB97M-V def2-TZVPD def2/J DEFGRID3
* xyz 1 1
C 0.23699 2.17216 -1.50454
C -0.18924 2.33507 0.76885
C 0.30553 3.55874 -1.61817
C 0.07590 3.70986 0.76480
C 0.31765 4.33122 -0.45897
H 0.38662 3.98635 -2.61405
H -0.00857 4.26055 1.69698
H 0.45849 5.40859 -0.51566
N 0.17477 1.57539 -0.30339
P 0.95666 -0.33405 -2.61782
P -0.97318 0.33243 3.04898
C 0.08433 1.28832 -2.74488
H -0.99046 1.08843 -2.90308
H 0.42760 1.84800 -3.62303
C 0.26837 -2.71604 -0.58931
O -0.01114 -3.83799 -0.52330
C -1.19129 1.73820 1.71369
H -1.79747 2.53825 2.15847
C -2.59793 0.21206 3.95894
C 0.44431 -0.34368 4.03379
C -0.04810 -1.42939 -3.77331
C 2.65336 0.16885 -3.35655
C -3.20755 -1.17097 3.67420
H -2.55501 -1.98493 4.00849
H -4.15575 -1.25041 4.22657
H -3.42606 -1.30790 2.60912
C -2.42569 0.39220 5.47900
H -1.87521 -0.42932 5.94950
H -1.95127 1.35187 5.71926
H -3.42555 0.40197 5.93765
C -3.60515 1.29448 3.51198
H -4.54105 1.12932 4.06495
H -3.25666 2.30612 3.75936
H -3.84778 1.23894 2.44497
C 0.07153 -1.74232 4.55951
H -0.23549 -2.40581 3.73833
H 0.96855 -2.17630 5.02709
H -0.71533 -1.73213 5.32270
C 1.72795 -0.47823 3.20029
H 1.67410 -1.30696 2.48421
H 1.97207 0.45697 2.67783
H 2.55154 -0.70431 3.89502
C 0.76720 0.63427 5.18652
H -0.01116 0.67017 5.95410
H 1.69623 0.30886 5.67631
H 0.92975 1.64688 4.79168
C 3.46207 -1.10469 -3.66185
H 4.52102 -0.82974 -3.80494
H 3.40826 -1.84638 -2.85275
H 3.12878 -1.57970 -4.59688
C 3.34884 1.01131 -2.27163
H 2.80460 1.94764 -2.09107
H 3.42577 0.47460 -1.31520
H 4.36279 1.27114 -2.61776
C 2.56091 1.02358 -4.63091
H 3.58137 1.14129 -5.03007
H 1.95414 0.56192 -5.41715
H 2.17604 2.03190 -4.43311
C -1.43974 -1.59898 -3.13406
H -1.96334 -0.64326 -3.00228
H -2.04977 -2.23634 -3.79322
H -1.36263 -2.09879 -2.15840
C 0.60924 -2.81809 -3.86951
H 0.77396 -3.24927 -2.87687
H -0.06915 -3.48076 -4.42959
H 1.56418 -2.78994 -4.40594
C -0.16427 -0.81322 -5.16906
H -0.50244 0.23076 -5.13662
H 0.78150 -0.87946 -5.72340
H -0.91150 -1.38929 -5.73672
Mg 0.44308 -0.56904 -0.00450
N -1.17656 -0.56904 1.60275
C -1.77269 0.59131 1.11398
C -2.86843 0.57054 0.15816
C -3.40752 -0.66738 -0.25426
C -3.45127 1.77606 -0.30563
C -4.61507 -0.69550 -0.95450
H -2.87696 -1.58040 0.02622
C -4.66010 1.73414 -1.00024
H -2.95146 2.71605 -0.08340
C -5.26051 0.50433 -1.28572
H -5.05527 -1.66219 -1.22035
H -5.14789 2.66018 -1.30803
H -6.23154 0.47408 -1.77920
N 5.05675 -0.72637 0.60275
C 4.53267 -2.06718 0.18075
C 3.05361 -1.89818 -0.14804
O 2.45713 -2.77042 -0.82580
O 2.51772 -0.81722 0.31467
H 5.01072 -0.04903 -0.17539
H 6.03285 -0.77734 0.91357
H 4.48620 -0.33956 1.37041
H 5.10969 -2.42698 -0.67773
H 4.66676 -2.78093 1.00145
*
```

Output
* E_LUMO (spin up / spin down): -3.3 / -3.3 eV
* HOMO level (spin up / spin down): -6.572 / -6.362 eV


Record 2
Molecular formula: C33H52N4O4P3S2Ti
Method: DFT, ωB97M-V/def2-TZVPD

Structure (ORCA input):
```
! RIJCOSX wB97M-V def2-TZVPD def2/J DEFGRID3
* xyz -1 1
Ti 0.27740 -0.19580 0.14070
C 1.79940 4.80010 -1.80050
C 1.68990 3.62880 -2.76850
O 2.50490 2.53300 -2.40240
P 2.02610 1.20920 -1.51840
S 2.26630 -1.03370 0.59570
S 0.03740 1.04730 -1.95170
O 1.80930 1.94980 -0.01920
C 3.03360 2.17050 0.67370
C 2.90640 3.38280 1.57960
H 1.19180 5.62940 -2.15670
H 2.83400 5.12940 -1.71810
H 1.43960 4.50030 -0.82050
H 2.02010 3.93480 -3.76750
H 0.64680 3.29550 -2.83690
H 3.83440 2.33070 -0.05960
H 3.27050 1.26140 1.24990
H 2.94810 4.30090 0.99480
H 3.71550 3.38400 2.30520
H 1.95750 3.33940 2.11210
O -2.60500 -0.70730 2.37580
C -1.49120 -0.27340 2.14980
O -1.15410 0.48870 1.17410
C -0.31020 -0.55530 3.10390
P 0.87210 0.80070 2.65690
C -0.15670 2.15900 3.37130
C -0.53110 2.25110 4.70610
C -1.31750 3.30560 5.13460
C -1.76000 4.26220 4.23580
C -1.41230 4.16460 2.89860
C -0.61130 3.12010 2.47420
C 2.13550 0.55370 3.95640
C 2.54600 1.56140 4.82410
C 3.61960 1.36390 5.67400
C 4.32300 0.17210 5.64620
C 3.94650 -0.82380 4.76040
C 2.86150 -0.63870 3.92500
H 0.12200 -1.52330 2.82590
H -0.61520 -0.58140 4.15750
H -0.20870 1.49330 5.40800
H -1.60640 3.37960 6.17470
H -2.38910 5.07230 4.57890
H -1.77580 4.89160 2.18500
H -0.35320 3.01610 1.42510
H 2.02360 2.50920 4.83670
H 3.91340 2.14660 6.36080
H 5.16630 0.03120 6.31020
H 4.50820 -1.74680 4.72030
H 2.59330 -1.38970 3.19320
N -0.54030 -1.77780 -0.23030
P 0.02700 -3.20370 -0.42860
N -1.31730 -4.23340 -0.62590
C -1.43890 -5.59630 -0.17280
C -2.32060 -6.39650 -1.13570
C -3.71540 -5.75630 -1.27480
C -3.77870 -4.41330 -0.54740
C -2.57820 -3.56000 -0.92900
N 0.98910 -3.41100 -1.79340
C 1.18250 -2.31510 -2.70860
C 0.34820 -2.49340 -3.97500
C 0.66670 -3.83720 -4.62300
C 0.44490 -4.95920 -3.61350
C 1.28870 -4.69980 -2.36170
N 0.89880 -4.11290 0.72150
C 2.34350 -4.21770 0.75330
C 2.72250 -5.55250 1.39390
C 2.16210 -5.60640 2.81290
C 0.65130 -5.39250 2.78100
C 0.35550 -4.07780 2.06020
H -1.87540 -5.66020 0.83780
H -0.44070 -6.03610 -0.12450
H -2.40090 -7.42390 -0.77280
H -1.83220 -6.42820 -2.11070
H -4.48890 -6.42230 -0.88540
H -3.92960 -5.58340 -2.33200
H -3.79980 -4.55790 0.53390
H -4.69160 -3.88110 -0.81990
H -2.59940 -2.60320 -0.39370
H -2.62250 -3.33710 -2.00600
H 2.24870 -2.23390 -2.96750
H 0.87840 -1.39910 -2.18290
H 0.55630 -1.67520 -4.66480
H -0.70820 -2.45610 -3.70180
H 1.71170 -3.84410 -4.94290
H 0.03650 -3.99280 -5.50330
H 0.71210 -5.92800 -4.04730
H -0.60860 -4.97860 -3.32860
H 2.35440 -4.73550 -2.63920
H 1.09550 -5.46170 -1.60560
H 2.78810 -3.39960 1.33530
H 2.72920 -4.13490 -0.26050
H 3.80950 -5.65510 1.41840
H 2.31310 -6.37840 0.80750
H 2.62010 -4.80540 3.39850
H 2.40440 -6.55760 3.29210
H 0.25000 -5.35230 3.79590
H 0.17130 -6.22030 2.25760
H 0.82750 -3.27410 2.64770
H -0.71890 -3.87470 2.00220
*
```

Output
* E_LUMO: 2.6 eV
* HOMO level: -4.168 eV


Q: Which energy relative to the best compared isomer or geometry (same formula, charge and spin) values were calculated for the entries above? A: 2.133, 1.771, in eV.
Q: Which strongest force on any atom values were calculated for the entries above? A: 5.04, 2.50, in eV Å⁻¹.